1.
{"formula": "C20H22N2O3S2", "method": "ωB97M-V with the def2-TZVPD basis set", "symbols": ["N", "C", "C", "C", "C", "C", "N", "C", "S", "C", "H", "C", "C", "H", "H", "S", "O", "O", "C", "C", "C", "C", "C", "C", "C", "H", "H", "H", "H", "H", "H", "H", "O", "H", "H", "H", "C", "C", "C", "C", "H", "H", "H", "H", "H", "H", "H", "H", "H"], "coordinates": [[-2.0328, -4.4218, -1.0295], [-1.8027, -3.3946, -0.6443], [-1.6746, -2.0064, -0.1100], [-2.7981, -1.1936, -0.2501], [-2.6887, -0.0645, 0.1575], [-1.5853, 0.3134, 1.0434], [-0.6547, -0.6253, 1.3125], [-0.7051, -1.6835, 0.5054], [0.5945, -2.8059, 0.7148], [1.6381, -2.1481, 2.1745], [1.8589, -2.7588, 2.7954], [2.7212, -1.2186, 1.6178], [2.4398, -0.1472, 1.0133], [2.3208, 0.8837, 1.9286], [1.4909, -0.0565, 0.4192], [3.6126, 0.6195, 0.0961], [3.5778, 1.9170, -0.0582], [4.9392, 0.0938, 0.4598], [3.3957, 0.0231, -1.7236], [1.8050, 0.0469, -1.8394], [1.1331, 1.2231, -2.0151], [-0.2895, 1.3993, -2.0558], [-0.8842, 0.2766, -2.4945], [-0.2973, -1.0125, -2.4058], [1.1104, -0.9757, -2.5139], [1.6902, -2.0834, -2.2931], [-0.7669, -2.1426, -2.8457], [-1.8914, 0.3876, -2.8276], [-0.7498, 2.2254, -2.0734], [1.7708, 2.0755, -1.5920], [3.6547, -1.0002, -1.6749], [3.8586, 0.4723, -2.4853], [3.5605, -2.0635, 0.8179], [4.3538, -1.7854, 0.6043], [3.4238, -1.1958, 2.6090], [0.9643, -1.2633, 2.7868], [-1.2421, 1.7459, 1.4404], [-2.2115, 2.8337, 1.3453], [-3.6634, 2.3447, 1.1221], [-3.9063, 1.2700, 0.2200], [-4.6899, 0.5924, 0.3912], [-3.8648, 1.5982, -0.6599], [-4.4391, 3.0544, 0.8679], [-3.9410, 1.8219, 2.1414], [-2.2203, 3.7777, 1.6120], [-1.7786, 3.0017, 0.0410], [-0.1430, 1.8995, 1.4807], [-1.2665, 1.4918, 2.7331], [-3.7272, -1.3420, -0.8594]], "mulliken_charge": [-0.538, -0.689, 1.061, -0.250, 0.189, -0.156, -0.247, 0.639, -0.240, -1.247, 1.069, 0.116, 0.736, 0.407, -1.267, 1.452, -0.617, -0.813, -1.450, 0.388, 0.230, -1.539, -0.446, 0.023, -0.345, 0.141, 0.205, 0.421, 1.102, 0.250, 0.442, 0.624, -0.600, 0.325, 0.126, 0.272, -0.122, -0.710, -0.460, -1.648, 0.496, 0.677, 0.368, 0.257, 0.627, -0.025, 0.131, 0.276, 0.359], "homo_energy_ev": -8.85, "lumo_ev": -0.131}

---

2.
{"formula": "C2ClF5", "method": "ωB97M-V with the def2-TZVPD basis set", "symbols": ["C", "C", "F", "F", "F", "F", "F", "Cl"], "coordinates": [[0.9283, 0.5017, 1.4469], [-1.0845, -0.7381, -1.8687], [1.3808, -0.6697, 1.5637], [-0.2450, 0.7837, 2.0999], [1.9036, 1.3012, 1.7803], [-2.2808, -0.1750, -1.7096], [-0.6598, -1.2914, -0.7108], [0.0573, 0.2877, -2.6017]], "mulliken_charge": [0.401, 0.233, -0.109, -0.151, -0.151, -0.119, -0.086, -0.018], "homo_energy_ev": -7.26, "lumo_ev": -3.371}

---

3.
{"formula": "C40H32BrF4OPPtTe", "method": "ωB97M-V with the def2-TZVPD basis set", "symbols": ["Pt", "F", "C", "C", "F", "C", "F", "C", "P", "C", "C", "C", "C", "C", "C", "C", "C", "C", "C", "C", "C", "C", "Br", "C", "F", "H", "H", "H", "H", "H", "H", "H", "H", "H", "H", "Te", "C", "C", "C", "C", "C", "C", "C", "C", "C", "C", "C", "C", "H", "H", "H", "H", "H", "H", "H", "H", "H", "H", "C", "C", "C", "C", "C", "C", "C", "O", "C", "C", "C", "H", "H", "H", "H", "H", "H", "H", "H", "H", "H", "H", "H"], "coordinates": [[-0.0441, -0.5375, -0.9840], [-2.7000, -5.9202, 2.6777], [-1.9922, -4.8750, 2.3164], [-1.0718, -4.3130, 3.1877], [-0.9008, -4.8171, 4.3912], [-0.3425, -3.2048, 2.7838], [0.5029, -2.6687, 3.6586], [-0.4883, -2.6365, 1.5233], [0.5190, -1.1748, 1.0660], [2.2098, -1.6141, 1.4570], [2.8536, -1.1564, 2.6040], [4.1421, -1.5878, 2.8788], [4.7760, -2.4793, 2.0244], [4.1278, -2.9460, 0.8879], [2.8475, -2.5094, 0.5983], [-0.0768, 0.1371, 2.1533], [0.6450, 1.3266, 2.2443], [0.1566, 2.3835, 2.9925], [-1.0629, 2.2633, 3.6510], [-1.7872, 1.0832, 3.5599], [-1.3007, 0.0212, 2.8105], [-1.4267, -3.2158, 0.6826], [-1.7994, -2.5261, -1.0457], [-2.1723, -4.3139, 1.0590], [-3.0654, -4.8440, 0.2354], [2.3518, -0.4865, 3.2889], [4.6459, -1.2372, 3.7695], [5.7783, -2.8202, 2.2484], [4.6238, -3.6482, 0.2303], [2.3388, -2.8752, -0.2893], [1.6047, 1.4173, 1.7470], [0.7296, 3.2979, 3.0726], [-1.4422, 3.0871, 4.2409], [-2.7307, 0.9825, 4.0798], [-1.8800, -0.8919, 2.7521], [2.1861, 0.2440, -1.8880], [3.7767, 0.6942, -0.5970], [4.9474, -0.0122, -0.8563], [6.0989, 0.2955, -0.1475], [6.0748, 1.2987, 0.8105], [4.9051, 2.0091, 1.0552], [3.7510, 1.7145, 0.3476], [1.6808, 2.2201, -2.3834], [0.9447, 3.0202, -1.5155], [0.6638, 4.3287, -1.8773], [1.1132, 4.8258, -3.0950], [1.8416, 4.0183, -3.9559], [2.1291, 2.7057, -3.6044], [4.9741, -0.7912, -1.6095], [7.0143, -0.2436, -0.3516], [6.9751, 1.5432, 1.3582], [4.9007, 2.8093, 1.7837], [2.8577, 2.3152, 0.4911], [0.5824, 2.6272, -0.5697], [0.0952, 4.9625, -1.2094], [0.8937, 5.8479, -3.3727], [2.1886, 4.4070, -4.9037], [2.6988, 2.0804, -4.2807], [-6.5107, -0.6184, -0.0817], [-5.3246, -0.3238, -0.9468], [-5.2521, -0.8086, -2.2522], [-4.1586, -0.5587, -3.0615], [-4.1315, -1.1136, -4.4612], [-3.0732, 0.1719, -2.5172], [-1.8756, 0.2359, -3.3059], [-0.7112, 0.2035, -2.8723], [-3.1587, 0.7417, -1.2231], [-2.2037, 1.7893, -0.7132], [-4.2807, 0.4673, -0.4634], [-7.3509, -0.9880, -0.6656], [-6.8265, 0.2701, 0.4645], [-6.2546, -1.3814, 0.6575], [-6.0766, -1.3890, -2.6478], [-5.0955, -1.5538, -4.7048], [-3.3758, -1.8923, -4.5798], [-3.9320, -0.3377, -5.2023], [-1.9626, 0.2616, -4.3956], [-2.6316, 2.7756, -0.9189], [-1.2240, 1.7908, -1.1795], [-2.0777, 1.7193, 0.3691], [-4.3750, 0.9180, 0.5187]], "mulliken_charge": [1.341, -0.247, 0.607, 0.306, -0.260, 0.211, -0.348, -0.758, 0.388, 1.026, -0.340, -0.815, -0.608, -0.714, -0.757, 0.553, -0.070, -0.868, -0.687, -0.803, -0.792, 0.184, -0.177, 0.370, -0.304, 0.498, 0.499, 0.444, 0.495, 0.372, 0.574, 0.523, 0.430, 0.489, 0.455, 0.474, 0.968, -0.675, -0.770, -0.589, -0.688, -0.406, 0.836, 0.040, -0.824, -0.637, -0.662, -0.839, 0.428, 0.474, 0.450, 0.459, 0.451, 0.282, 0.466, 0.426, 0.432, 0.490, -1.568, 0.532, -0.780, 0.993, -1.873, 1.064, -0.633, -0.466, 0.831, -0.510, -1.074, 0.404, 0.388, 0.293, 0.384, 0.405, 0.368, 0.428, 0.417, 0.653, -0.603, 0.054, 0.489], "homo_energy_ev": -14.29, "lumo_ev": -6.806, "total_charge": 2}

---

4.
{"formula": "C32H42CrN2Si", "method": "ωB97M-V with the def2-TZVPD basis set", "symbols": ["Cr", "C", "C", "C", "C", "C", "C", "C", "C", "C", "C", "C", "C", "H", "H", "H", "H", "H", "H", "H", "H", "H", "H", "H", "H", "H", "H", "H", "H", "H", "H", "C", "Si", "C", "N", "C", "C", "C", "C", "C", "C", "C", "C", "C", "C", "C", "C", "C", "C", "C", "C", "C", "H", "H", "H", "H", "H", "H", "H", "H", "H", "H", "H", "H", "H", "H", "H", "H", "H", "H", "H", "H", "H", "H", "H", "H", "N", "C"], "coordinates": [[0.0239, 1.3045, 0.4099], [-0.5333, 4.4336, 1.6560], [-0.5593, 2.9735, 2.0231], [-1.7293, 2.2155, 1.8083], [-2.9737, 2.9186, 1.3260], [-1.7602, 0.8551, 2.1820], [-3.0286, 0.0607, 2.0297], [-0.6311, 0.2571, 2.7796], [-0.7424, -1.1729, 3.2382], [0.5283, 1.0256, 3.0209], [1.7258, 0.4038, 3.6953], [0.5456, 2.3948, 2.6893], [1.6897, 3.2965, 3.0747], [-0.8668, 5.0503, 2.4955], [-1.1776, 4.6351, 0.8058], [0.4681, 4.7490, 1.3783], [-3.8692, 2.4004, 1.6535], [-2.9970, 3.0015, 0.2374], [-3.0123, 3.9245, 1.7370], [-3.6292, 0.1510, 2.9393], [-2.8245, -0.9942, 1.8710], [-3.6284, 0.4124, 1.1947], [-1.5619, -1.2593, 3.9542], [0.1534, -1.5311, 3.7318], [-0.9630, -1.8471, 2.4075], [1.6099, 0.4592, 4.7805], [2.6461, 0.9154, 3.4301], [1.8489, -0.6415, 3.4260], [2.2978, 2.8739, 3.8671], [1.3026, 4.2479, 3.4344], [2.3336, 3.5141, 2.2187], [-1.2598, 0.8371, -1.1401], [-0.5740, -0.7037, -1.9760], [1.2875, -0.2986, -1.8193], [1.6122, 0.1485, -0.4353], [2.8775, 0.9447, -0.4305], [4.1056, 0.1238, -0.8210], [4.2189, -1.1750, 0.0046], [3.1365, -1.2247, 1.0817], [1.7536, -1.0604, 0.4594], [-0.9749, -0.9148, -3.7912], [-0.4408, -0.0463, -4.7477], [-0.7455, -0.1948, -6.0909], [-1.5975, -1.2111, -6.4999], [-2.1444, -2.0765, -5.5630], [-1.8343, -1.9288, -4.2197], [-1.0802, -2.2581, -1.0417], [-2.2977, -2.2874, -0.3588], [-2.7386, -3.4383, 0.2807], [-1.9658, -4.5891, 0.2367], [-0.7613, -4.5877, -0.4541], [-0.3260, -3.4333, -1.0867], [-2.2780, 0.7050, -0.7552], [-1.3058, 1.6313, -1.8877], [1.4757, 0.5368, -2.4990], [1.9519, -1.1136, -2.1208], [3.0042, 1.3696, 0.5690], [2.7573, 1.7766, -1.1170], [4.9793, 0.7597, -0.6794], [4.0564, -0.1025, -1.8856], [5.1996, -1.2467, 0.4737], [4.1163, -2.0493, -0.6424], [3.3304, -0.4510, 1.8268], [3.1627, -2.1839, 1.6009], [0.9973, -1.0221, 1.2490], [1.5403, -1.9514, -0.1293], [0.2155, 0.7616, -4.4411], [-0.3207, 0.4850, -6.8181], [-1.8340, -1.3296, -7.5492], [-2.8130, -2.8667, -5.8790], [-2.2586, -2.6139, -3.4939], [-2.9256, -1.4034, -0.3486], [-3.6885, -3.4400, 0.8013], [-2.3104, -5.4907, 0.7265], [-0.1708, -5.4932, -0.5096], [0.6106, -3.4550, -1.6358], [0.9796, 3.7235, -1.2672], [0.5917, 2.8104, -0.6709]], "mulliken_charge": [0.038, -2.514, 0.626, 1.237, -2.339, 1.826, -2.645, 0.109, -1.733, 2.018, -2.988, 1.180, -2.264, 0.448, 0.604, 0.567, 0.469, 0.378, 0.522, 0.353, 0.607, 0.641, 0.457, 0.399, 0.207, 0.281, 0.700, 0.555, 0.488, 0.487, 0.361, -0.983, -0.863, -1.106, 1.024, -1.261, -0.867, -0.988, -0.839, 0.914, 0.687, -0.454, -0.715, -0.491, -0.755, -0.251, 0.830, -0.361, -0.705, -0.583, -0.782, -0.279, 0.768, 0.734, 0.718, 0.501, 0.290, 0.622, 0.517, 0.255, 0.471, 0.346, 0.159, 0.549, -0.937, -0.018, 0.277, 0.412, 0.394, 0.406, 0.332, 0.669, 0.444, 0.406, 0.429, 0.470, -0.870, 0.413], "homo_energy_ev": [-11.49, -11.47], "spin_multiplicity": 2, "lumo_ev": [-4.057, -3.630], "total_charge": 1}

---

What is the formula in the first record?
C20H22N2O3S2